Model w:
Molecular formula: C3H3N2OS
Method: DFT, ωB97M-V/def2-TZVPD

Last columns: bonded neighbours and bond lengths (Å).
Atoms and positions in Å:
1 C 0.038 2.778 -0.186  H4 1.050, N9 1.145
2 C -1.048 -1.429 -0.136  H5 1.178, C6 1.483, S7 1.603
3 O 2.125 -0.113 -0.609  N10 1.142
4 H -0.253 3.787 -0.144  C1 1.050
5 H -1.402 -2.551 -0.104  C2 1.178
6 C 0.353 -1.358 0.346  C2 1.483, H8 1.111, N10 1.243
7 S -2.057 -0.198 -0.327  C2 1.603
8 H 0.715 -2.019 1.162  C6 1.111
9 N 0.296 1.694 0.078  C1 1.145
10 N 1.234 -0.591 -0.079  O3 1.142, C6 1.243

The HOMO energy is -13.7341 eV. The value obtained for the LUMO energy is -0.26458 hartree. As for the net charge: +1. Its orbital gap is 6.535 eV.

Atom charges from the natural (NBO) analysis, given in e for atoms 1 to 8:
1 C 0.187
2 C -0.427
3 O 0.027
4 H 0.253
5 H 0.277
6 C -0.053
7 S 0.383
8 H 0.328


Model x:
Molecular formula: C3H3N2OS
Method: DFT, ωB97M-V/def2-TZVPD

Last columns: bonded neighbours and bond lengths (Å).
Atoms and positions in Å:
1 O -1.370 2.010 0.012  C9 1.166
2 H -1.014 -2.698 0.031  C4 1.083
3 N 1.589 0.837 -0.013  H6 1.019, C7 1.281, H8 1.021
4 C -0.838 -1.630 0.013  H2 1.083, N5 1.299, S10 1.716
5 N 0.385 -1.192 0.030  C4 1.299, C7 1.308
6 H 1.528 1.854 -0.026  N3 1.019
7 C 0.538 0.106 0.013  N3 1.281, N5 1.308, C9 1.852
8 H 2.521 0.421 -0.037  N3 1.021
9 C -1.151 0.865 0.006  O1 1.166, C7 1.852, S10 1.774
10 S -2.189 -0.573 -0.028  C4 1.716, C9 1.774

The HOMO energy is -14.8490 eV. The value obtained for the LUMO energy is -0.23825 hartree. As for the net charge: +1. Its orbital gap is 8.366 eV.

Atom charges from the natural (NBO) analysis, given in e for atoms 1 to 8:
1 O -0.395
2 H 0.262
3 N -0.644
4 C 0.081
5 N -0.507
6 H 0.454
7 C 0.500
8 H 0.451


Pick the most stable structure from those above. Pick: model x